(1)
{
  "formula": "C43H64N10OPRbS2",
  "method": "ωB97M-V with the def2-TZVPD basis set",
  "symbols": ["Rb", "S", "S", "P", "O", "N", "N", "N", "N", "N", "N", "N", "N", "N", "N", "C", "C", "C", "C", "C", "C", "C", "C", "C", "C", "C", "C", "C", "C", "C", "C", "C", "C", "C", "C", "C", "C", "C", "C", "C", "C", "C", "C", "C", "C", "C", "C", "C", "C", "C", "C", "C", "C", "C", "C", "C", "C", "C", "H", "H", "H", "H", "H", "H", "H", "H", "H", "H", "H", "H", "H", "H", "H", "H", "H", "H", "H", "H", "H", "H", "H", "H", "H", "H", "H", "H", "H", "H", "H", "H", "H", "H", "H", "H", "H", "H", "H", "H", "H", "H", "H", "H", "H", "H", "H", "H", "H", "H", "H", "H", "H", "H", "H", "H", "H", "H", "H", "H", "H", "H", "H", "H"],
  "positions_angstrom": [[-0.736390, -0.177851, -0.812651], [-3.173691, -2.000773, -1.869507], [2.552232, 0.438908, -1.123631], [-2.037847, 3.340616, -0.255417], [-2.161860, -0.552934, 1.792112], [1.862803, 3.530551, -1.819765], [-1.570947, 2.165215, 5.523665], [-1.087473, -3.707254, -0.110439], [-1.537528, -2.324836, 6.017695], [-1.481256, -3.559863, 5.540073], [0.702838, -1.501659, -3.380204], [-0.848908, -2.329413, 3.887179], [0.603442, 1.512414, -3.730051], [-0.038499, 0.439292, 4.028016], [1.865613, -2.571924, -0.271774], [-1.681955, -5.082686, -4.082940], [4.237372, -0.978761, -2.723474], [0.095477, -4.177931, 0.581837], [4.416215, -3.363482, -2.877886], [2.455844, 0.031159, 4.165107], [-0.111431, 4.887564, 0.958748], [-0.094229, -0.782628, -4.403595], [-1.601623, 0.839099, 5.763141], [-1.004705, -3.604232, 4.282352], [5.962430, -0.967570, 4.993554], [6.632251, -0.712676, 3.784926], [-4.187693, 4.863656, -1.789759], [-1.595526, 4.682630, 0.978163], [-4.172537, 1.404394, -0.310121], [-0.951355, -0.122987, 4.985886], [-3.441683, 2.463689, 0.546498], [-2.228838, -3.894126, 0.760556], [3.218358, -1.053985, -1.734016], [5.891273, -0.121025, 2.751469], [-1.122145, 2.496953, 4.260495], [0.631343, 0.508895, -4.787842], [-0.832339, -5.435564, -1.903840], [-1.170495, -1.555216, 4.989455], [4.768240, -2.109642, -3.375028], [1.441475, -3.981574, -0.125160], [-2.740745, 3.122122, -2.919472], [3.525274, -3.464931, -1.820539], [3.851174, -0.229137, 4.001444], [-0.964215, -5.875511, -3.173187], [-4.456842, 3.324386, 1.308725], [2.208208, -2.038735, 1.039030], [-2.350584, 6.006310, 0.799116], [4.619797, -0.728700, 5.076042], [1.290475, 0.269450, 4.147521], [1.424640, 3.832603, -3.157107], [4.544735, 0.153889, 2.889873], [-2.161854, -3.420689, -2.313024], [2.851974, -2.367484, -1.272602], [-0.527031, 1.631984, 3.399503], [-2.796384, 4.185425, -1.825965], [-1.340180, -4.185873, -1.443670], [-2.264318, -3.918536, -3.626882], [1.500799, 2.631084, -4.133362], [0.214860, 5.768054, 1.516186], [-1.871334, 4.260753, 1.934961], [-1.047403, -0.492097, -3.974418], [1.631120, -1.653730, -3.713566], [3.353372, -4.459779, -1.468098], [0.290624, -2.436667, -3.123230], [-2.270991, 0.416238, 6.530494], [2.671681, 2.908937, -1.780770], [2.562393, 2.342154, -4.203205], [-4.345167, 5.239308, -2.817426], [-2.105863, 4.983873, -2.079639], [2.068259, 4.599702, -3.606265], [-3.103889, -3.474505, 0.311672], [4.851057, -4.270941, -3.310347], [2.177215, -4.539893, 0.452331], [-3.459721, 2.328816, -2.706643], [-4.244892, 5.684213, -1.104620], [-1.692146, -5.372569, -5.127399], [-0.244092, 1.809220, 2.364186], [4.137728, -0.875259, 6.043749], [4.035676, 0.659558, 2.060543], [-2.836877, -3.248451, -4.284403], [6.377803, 0.130877, 1.788194], [-1.729495, 2.687829, -3.015384], [7.720819, -0.833784, 3.684905], [1.163911, 3.019047, -5.094699], [1.033241, 1.085386, -2.916656], [-3.418744, 5.876751, 0.782634], [-2.037352, 6.574425, -0.091426], [5.477840, -1.978369, -4.217121], [-2.964677, 3.566046, -3.878049], [-3.479183, 0.913077, -1.039093], [-1.505324, -4.327097, 6.173589], [-5.051919, 1.764264, -0.805324], [1.365155, -2.053905, 1.725804], [-2.906007, 1.892979, 1.345238], [-3.980332, 3.762105, 2.181794], [0.310846, 4.973329, -0.064774], [-5.244923, 2.682463, 1.723915], [-4.985284, 4.106887, 0.745624], [-0.280744, -1.337695, -5.365704], [2.517335, -0.973977, 0.916220], [1.627200, 0.239427, -5.151370], [1.123359, 3.028267, -1.404877], [-4.553685, 0.592288, 0.348099], [-4.977320, 4.171467, -1.493278], [-2.059973, -3.374882, 1.713212], [0.128993, -3.549054, 1.454859], [-1.716476, -1.071574, 2.483697], [-0.739412, -4.497626, 3.690689], [-0.231392, -5.978733, -1.145357], [-0.383312, -6.697874, -3.594364], [0.358875, 3.984098, 1.417041], [4.564067, -0.000061, -3.032643], [-0.039098, -5.262176, 0.874678], [-1.373926, 3.490054, 3.956279], [-2.661970, -1.139233, 1.183968], [-2.348952, -4.960731, 1.054730], [1.454533, -4.449195, -1.133212], [6.551588, -1.207074, 5.880560], [-2.115898, 6.633914, 1.678685], [0.145708, 0.907648, -5.706491], [3.045670, -2.655980, 1.483714], [0.365672, 4.227371, -3.131649]],
  "atomic_forces_ev_per_a": [[0.4708, -0.1337, 0.0702], [0.6971, -0.6866, -0.1492], [0.0894, 0.0242, 0.1349], [-0.1288, 0.1769, -1.0707], [-0.4825, 0.0808, -0.7914], [0.6012, 0.9081, -0.0130], [-0.1694, -0.6100, 0.3571], [-0.0520, -0.2410, -0.6732], [-0.2610, 1.4914, 0.5730], [0.5681, -1.5352, -0.8257], [-1.9605, -0.7823, -0.0655], [0.1896, -1.1328, -0.1701], [0.9319, 0.6436, -1.0564], [0.7487, -0.6727, -0.4578], [-0.6666, -0.8528, 0.1214], [0.3784, -0.0369, 0.4894], [-0.4773, -0.9718, -0.2281], [0.2010, -0.2017, -0.6318], [0.5115, 0.1525, -0.7118], [2.4470, -0.3634, -0.2270], [1.3738, -0.8768, -0.2306], [0.7038, -0.1558, -0.2950], [0.2155, -0.8345, -0.6521], [0.0631, 1.9565, -0.2812], [1.2093, 0.3594, -0.5878], [-0.1549, 0.5652, -0.2058], [0.4949, -0.7268, -0.5381], [-1.0452, 0.3299, -0.8751], [1.2064, -1.0838, 0.4411], [-0.6647, 0.9162, 0.5627], [-0.5435, -0.3413, 0.8318], [0.4538, -0.1323, 0.9776], [0.6756, -0.4317, 0.0768], [1.1988, -0.2893, -0.3415], [0.1166, -0.9706, -0.1532], [-0.8967, -0.3000, -0.6578], [0.7846, 1.0845, 2.8159], [0.5015, -0.6017, -0.2916], [-0.0141, 0.4890, 0.4885], [-0.3116, 0.1623, -1.1560], [0.5523, -0.1323, 0.2370], [0.0084, 0.2940, -0.3376], [-0.2769, 0.0818, 1.8176], [0.0714, -0.0546, -2.0814], [-0.4058, -0.1393, 0.3606], [1.1037, 0.6606, 0.1122], [0.6192, 0.3575, 0.5900], [-0.9451, -0.1983, 0.7734], [-3.0688, 0.1803, -0.1574], [-0.3331, -0.3822, -0.9246], [0.0324, 0.3868, -1.8718], [-0.3828, -0.1432, 0.4568], [0.6298, 0.3278, -0.1951], [0.2204, 0.6490, 0.7637], [-0.0657, -0.1438, 1.1067], [-0.2963, -0.1890, -0.2682], [-0.5553, 0.8275, -0.5868], [-0.9012, 0.4351, 0.9369], [-0.1272, 0.0083, 0.1523], [-0.1413, -0.1240, 0.3359], [-0.3604, -0.2389, 0.0507], [0.7039, -0.1524, -0.1308], [-0.1715, -0.2854, 0.2653], [0.4615, 1.3304, -0.4802], [0.2366, 0.6124, -0.0161], [-0.2050, 0.1069, -0.2567], [-0.1569, -0.2224, -0.0907], [-0.3622, -0.1108, 0.4031], [0.4649, 0.1024, -0.0226], [-0.1216, 0.1821, 0.1225], [-0.6493, -0.0383, -0.3565], [-0.1661, 0.2742, 0.1746], [0.3453, -0.1808, 0.3264], [0.0824, -0.0137, -0.2013], [0.1217, 0.5612, 0.2976], [-0.2353, 0.1239, -0.0076], [-0.1799, 0.0209, 0.1777], [-0.0884, -0.0354, -0.3100], [0.0561, -0.3121, 0.3124], [0.2293, -0.5482, 0.0356], [-0.2806, -0.1256, 0.7499], [-0.4143, 0.0181, 0.1298], [-0.5916, -0.1030, 0.0575], [0.0281, -0.2218, -0.3336], [0.2844, -0.1812, 0.3983], [-0.3893, -0.0591, -0.0391], [-0.0588, -0.3315, 0.1536], [-0.4781, -0.1720, 0.6639], [-0.3090, 0.1470, -0.4587], [-0.7679, 0.3352, 0.4376], [-0.2260, -0.2932, 0.3461], [-0.3043, 0.5487, -0.6063], [-0.1091, -0.0137, -0.0096], [-0.2317, 0.2443, -0.4911], [0.0142, 0.3207, 0.0325], [-0.2690, -0.0153, 0.4769], [0.0926, -0.0791, -0.0899], [0.3889, -0.1999, -0.0721], [0.0807, 0.1370, 0.8242], [-0.0881, -0.8895, 0.2366], [0.5321, 0.0297, 0.2919], [-0.8671, -0.7670, 0.9665], [0.3768, 0.4483, -0.2413], [-0.0104, -0.1077, -0.3349], [0.0678, 0.1033, -0.2144], [-0.0236, -0.1774, 0.7900], [-0.0677, -0.2758, -0.2668], [-0.4564, 0.6294, 0.5668], [-0.3825, 0.1087, -0.7780], [-0.2964, -0.1490, 0.4990], [-0.0387, 0.7375, -0.3615], [-0.0984, 0.2581, -0.0438], [0.3670, 0.6916, -0.0119], [-0.2158, 0.5902, -0.3294], [0.5205, 0.0913, 0.7502], [-0.2027, 0.1164, -0.3739], [-0.3986, 0.3741, 0.6699], [-0.3095, -0.2804, -0.1866], [-0.0860, -0.0361, -0.3232], [-0.0178, 0.0348, 0.5553], [-0.5387, 0.6148, -0.1810], [1.0281, -0.3537, 0.0339]],
  "lumo_energy_ev": 3.6,
  "total_charge": -2,
  "largest_force_ev_per_a": 3.1,
  "homo_energy_ev": -1.2650
}

(2)
{
  "formula": "C45H45N3O4OsPS2",
  "method": "ωB97M-V with the def2-TZVPD basis set",
  "symbols": ["Os", "S", "S", "P", "O", "O", "O", "O", "N", "N", "N", "C", "C", "C", "C", "C", "C", "C", "C", "C", "C", "C", "C", "C", "C", "C", "C", "C", "C", "C", "C", "C", "C", "C", "C", "C", "C", "C", "C", "C", "C", "C", "C", "C", "C", "C", "C", "C", "C", "C", "C", "C", "C", "C", "C", "C", "H", "H", "H", "H", "H", "H", "H", "H", "H", "H", "H", "H", "H", "H", "H", "H", "H", "H", "H", "H", "H", "H", "H", "H", "H", "H", "H", "H", "H", "H", "H", "H", "H", "H", "H", "H", "H", "H", "H", "H", "H", "H", "H", "H", "H"],
  "positions_angstrom": [[-0.696684, -0.105822, 0.339669], [2.651771, -0.395913, -1.031935], [-1.360428, 1.483315, 3.214206], [-1.403586, -1.601644, -1.616464], [1.026521, -0.126129, 1.148284], [-0.856754, 0.250487, 3.738210], [-2.665013, 1.920142, 3.619518], [2.444288, -1.332968, 2.382589], [-0.417784, 1.546347, -0.922356], [-0.962579, -1.640031, 1.814533], [-1.314295, 1.384058, 1.547488], [-3.343221, -2.004171, 1.588515], [-2.545039, -5.338277, -0.077743], [-3.349024, -3.563350, 3.888865], [-4.516112, -3.329988, 3.224258], [-0.985819, 2.692729, -0.440191], [0.156356, 2.706339, -2.929023], [-0.189058, 2.745477, 3.590145], [-1.660039, 5.014079, -0.649780], [-1.544391, -3.246243, -0.773774], [-1.387167, -3.352082, -3.850202], [-0.905521, -3.261972, 4.091712], [0.412501, 4.661678, 4.880901], [4.341862, 1.271215, -4.252862], [-2.128576, -2.213875, 2.265862], [0.165182, 1.574233, -2.101414], [-2.056826, 3.774803, 1.395615], [5.124131, 0.232024, -4.748986], [-1.393779, -5.688525, 0.608699], [1.325665, -1.100311, 2.020825], [5.150834, -0.999806, -4.102091], [3.587120, 1.082309, -3.112260], [-0.393853, -3.617990, -0.073501], [-1.487274, 2.634682, 0.878573], [-4.506713, -2.545399, 2.051804], [-2.127952, -3.023232, 3.421344], [-3.059200, -0.799313, -2.048596], [-2.144957, 4.953479, 0.623636], [-2.924887, -0.063956, -3.389057], [-1.048185, 3.868705, -1.206707], [-0.161749, -1.227869, -4.279985], [0.233206, -2.691078, 3.621884], [0.137769, -1.863861, 2.496144], [0.815558, -2.916574, -2.779382], [-0.544770, 3.733531, 4.495444], [-4.239461, -1.768196, -2.172513], [1.098734, 2.649842, 3.073938], [-2.613789, -4.140441, -0.776925], [-0.305957, -4.827682, 0.594526], [2.041704, 3.583916, 3.466427], [4.404864, -1.194884, -2.956021], [-3.389021, 0.262310, -0.961631], [1.697487, 4.587667, 4.364672], [-0.470511, 3.839752, -2.494795], [-0.511069, -2.273526, -3.205812], [3.602415, -0.156939, -2.439686], [-1.677234, -4.130853, -3.148909], [4.423438, -2.143325, -2.435473], [4.330063, 2.227575, -4.759279], [1.380726, -3.148188, -3.684018], [-3.520862, -3.929664, -1.317353], [-3.336120, -4.168340, 4.786854], [0.672730, 0.669816, -2.390607], [-3.399541, -6.002285, -0.083291], [-3.335404, -1.402668, 0.696697], [-3.811150, 0.560993, -3.518930], [-2.284482, -2.936905, -4.313028], [0.670812, -3.846624, -2.236634], [0.336235, -0.347497, -3.885671], [-1.729667, 5.920273, -1.236812], [-4.018420, -2.603890, -2.834299], [-2.611873, 5.823487, 1.065235], [-1.017606, -0.907073, -4.864140], [1.356216, 1.854336, 2.385427], [5.721380, 0.385792, -5.638141], [-2.475184, 3.766488, 2.389324], [-2.898052, -0.758700, -4.224593], [-0.897583, -3.880638, 4.980399], [5.759329, -1.803651, -4.494739], [0.640999, 2.657897, -3.894226], [-4.552562, -2.153520, -1.203051], [1.199371, -2.806535, 4.090665], [2.441259, 5.311323, 4.671277], [-4.283170, -0.002827, -0.399725], [1.428398, -2.250252, -2.171493], [-5.447307, -3.739354, 3.591276], [2.985306, 1.886089, -2.706538], [-0.802856, -3.824342, -4.643521], [0.460363, -2.950601, -0.049181], [-2.611671, 0.439029, -0.202231], [-1.551596, 3.763388, 4.889838], [-5.084755, -1.223569, -2.601247], [0.155094, 5.436664, 5.590165], [-5.433030, -2.373167, 1.517982], [-2.049720, 0.585672, -3.428496], [0.535427, -1.696385, -4.976561], [3.050631, 3.521473, 3.081200], [0.609085, -5.088185, 1.110826], [-0.518174, 4.725096, -3.116846], [-1.340919, -6.627141, 1.144470], [-3.563846, 1.238515, -1.414799]],
  "atomic_forces_ev_per_a": [[-0.2098, 0.5536, -0.8198], [-0.7942, 0.1212, 0.5152], [-0.2050, -0.1333, 0.3718], [0.4351, -0.9432, 0.7086], [0.6332, -0.1459, 0.3083], [0.0226, -0.0671, -0.1046], [0.0077, 0.0084, -0.0270], [-0.1260, 0.1668, 0.0646], [0.2067, 0.0911, 0.0770], [-0.3320, 0.2021, 0.2121], [0.0682, 0.0912, -0.5708], [-0.0063, 0.0851, -0.0192], [0.0091, -0.0063, -0.0271], [0.0109, -0.0638, 0.0020], [-0.0205, 0.0260, -0.0516], [0.0838, -0.1568, -0.0049], [-0.0287, 0.0824, 0.0387], [0.1382, -0.0087, 0.0857], [0.0450, -0.0447, -0.0227], [-0.1402, 0.1358, 0.0811], [-0.1576, 0.0977, -0.0295], [-0.1523, -0.0260, -0.0155], [-0.0198, -0.0120, 0.0001], [0.0325, -0.0366, -0.0631], [0.1297, -0.0256, -0.0921], [0.0258, -0.0053, -0.0963], [-0.2247, 0.0509, -0.0300], [0.0020, 0.0064, -0.0172], [-0.0041, 0.0183, 0.0070], [0.3770, -0.1454, 0.0844], [0.0356, 0.0575, 0.0010], [0.0376, -0.1617, 0.0883], [0.0949, -0.0191, -0.0225], [-0.0619, -0.1510, 0.1191], [-0.0068, -0.0091, 0.0622], [0.0760, -0.0341, 0.0931], [0.0285, 0.0144, 0.0053], [-0.0028, -0.0687, 0.0775], [-0.0530, 0.0416, 0.0319], [-0.0303, 0.0701, -0.0214], [-0.0513, 0.0038, -0.0062], [0.1258, 0.0467, -0.1211], [-0.0280, -0.0364, -0.1398], [-0.0552, -0.0860, 0.0586], [-0.0045, 0.0083, -0.0621], [-0.0321, 0.0662, 0.0073], [-0.0692, -0.0055, 0.0255], [-0.0409, 0.0178, -0.0194], [-0.0272, 0.0040, 0.0071], [0.0227, 0.0009, -0.0183], [-0.1611, 0.1274, -0.0233], [-0.0610, -0.0980, -0.3259], [0.0094, 0.0002, 0.0069], [0.0168, -0.0113, -0.0111], [0.2775, 0.3541, -0.1061], [0.0963, -0.1334, -0.4251], [0.0299, -0.0353, -0.0129], [-0.0121, -0.0070, 0.0021], [0.0172, 0.0080, -0.0007], [-0.0392, -0.0128, -0.0130], [0.0130, 0.0026, 0.0085], [0.0093, 0.0074, -0.0004], [-0.0219, 0.0020, 0.0301], [0.0070, -0.0056, -0.0052], [-0.0025, -0.0379, 0.0322], [0.0047, 0.0069, 0.0105], [-0.0055, -0.0044, 0.0130], [-0.0227, -0.0395, -0.0297], [0.0693, -0.0409, -0.0053], [0.0170, 0.0000, 0.0036], [-0.0254, 0.0260, -0.0454], [-0.0032, -0.0125, 0.0140], [-0.0158, 0.0220, 0.0172], [0.0257, 0.0138, -0.0121], [-0.0151, -0.0056, -0.0115], [-0.0198, 0.0560, -0.0214], [0.0346, -0.0027, 0.0023], [-0.0116, -0.0092, -0.0078], [0.0246, 0.0096, 0.0075], [-0.0082, -0.0236, 0.0024], [0.0180, -0.0360, -0.0134], [0.0037, -0.0043, -0.0030], [-0.0008, -0.0017, -0.0037], [0.0392, 0.0071, 0.0642], [-0.0082, 0.0068, -0.0196], [0.0057, -0.0105, -0.0069], [0.0368, 0.0072, 0.0261], [-0.0028, 0.0318, -0.0030], [0.0210, -0.0007, -0.0544], [-0.1739, 0.0621, 0.1177], [0.0014, 0.0152, 0.0049], [-0.0068, 0.0104, 0.0346], [-0.0064, 0.0006, -0.0065], [0.0011, 0.0200, 0.0116], [-0.0052, 0.0076, -0.0156], [-0.0057, -0.0009, 0.0065], [-0.0087, 0.0068, -0.0135], [-0.0047, 0.0103, 0.0072], [0.0184, 0.0086, 0.0127], [-0.0038, -0.0007, -0.0022], [0.0902, 0.0279, 0.0317]],
  "lumo_energy_ev": [-5.2, -5.2],
  "total_charge": 1,
  "largest_force_ev_per_a": 1.3,
  "homo_energy_ev": [-9.2722, -9.2711]
}

Number 1: E_tot -3461.4825 Ha. Number 2: E_tot -3435.1899 Ha.